Molecular formula: C64H49BF6N6O4PTl
Method: DFT, wB97M-V/def2-TZVPD

The calculation puts the largest force on an atom at 0.61 eV Å⁻¹. The value obtained for the energy relative to the best compared isomer or geometry (same formula, charge and spin) is 5.743 eV. Its total charge is -1. As for the gap between HOMO and LUMO (spin up / spin down): 5.7 / 5.7 eV. Its spin multiplicity is 2. The highest occupied orbital energy (spin up / spin down) comes out at -0.17494 / -0.20848 Ha. As for the expectation value of S²: 0.878.

The geometry in XYZ format:
```
132
Properties=species:S:1:pos:R:3:forces:R:3
H -3.90783 -1.58527 4.38282 0.00 0.01 0.02
H -5.17529 0.50645 -3.25453 0.01 0.01 0.02
C -2.86721 0.52071 -1.34914 0.10 -0.04 0.15
H -0.90372 2.37963 -0.39984 0.00 0.06 -0.12
C 0.94724 2.51815 -1.44048 0.03 0.04 -0.18
C -4.56497 3.98539 -2.19658 0.04 -0.06 0.12
C -2.24718 0.95819 6.74888 0.02 0.01 -0.02
H -4.87491 4.76204 -1.50486 0.01 -0.02 0.00
F -2.08909 4.39004 3.22604 0.00 0.02 0.00
H 6.61034 -8.22701 5.17219 0.02 0.01 0.00
H 4.51904 -2.49007 2.99379 -0.01 -0.02 0.01
H 2.85076 2.56131 5.05432 0.01 -0.05 -0.09
H -0.78704 1.21083 5.20482 -0.01 -0.02 0.01
H -5.35610 2.86239 -5.01415 -0.01 -0.02 -0.02
C 1.99520 -1.84936 -3.91180 -0.03 -0.02 0.08
C 2.92072 -5.44267 2.68851 0.05 -0.03 0.00
C 5.75380 -7.83945 4.62788 0.01 0.04 -0.02
N 1.30859 1.05015 2.51953 -0.17 0.27 0.25
C -4.11025 0.73674 -3.19647 0.10 0.07 -0.03
C -0.47242 -1.32469 3.38433 -0.07 0.01 0.05
H 1.22143 4.68621 -1.92718 -0.04 -0.02 0.01
H 4.46713 -2.23715 -9.36156 0.02 0.01 0.00
C 3.42742 -1.80520 -6.31154 -0.03 0.02 -0.02
C 3.99343 -1.28406 -5.14923 -0.01 0.03 0.01
H 6.18583 -3.96756 4.09142 -0.02 0.00 -0.01
C 3.45857 2.56713 -1.59268 0.03 -0.01 0.01
H -1.85784 4.15095 -4.94272 -0.01 -0.04 -0.03
C 3.68930 -2.33331 -8.60943 0.00 0.04 0.04
C 2.30934 1.95818 -1.10699 -0.03 0.03 0.03
C -4.81371 4.24488 -3.47923 -0.01 -0.05 -0.04
H 3.63863 -7.33529 3.38718 -0.01 0.00 0.00
H 0.43489 -2.75616 -5.05585 0.01 0.00 0.00
H -5.06551 -1.01660 8.85065 0.01 -0.01 0.00
C 1.22224 -2.53979 2.73501 0.07 0.02 0.00
B 2.90988 2.81128 3.86241 0.04 0.16 0.08
H 2.00188 -5.86381 2.29693 0.01 0.00 0.02
H -7.24576 4.68272 -4.38552 0.00 0.00 0.02
C 0.71362 3.76953 -2.20399 0.12 -0.03 0.15
H 4.02545 2.61307 3.40767 -0.06 -0.04 0.06
N -1.02786 -1.00386 -2.08816 -0.11 0.03 -0.01
C 0.09631 1.48106 -1.96205 -0.13 0.20 -0.11
H 5.66346 -8.36949 3.67590 0.00 0.00 -0.02
H -6.96205 6.42015 -4.61844 0.01 0.01 0.01
H 3.87226 -4.49864 0.01224 -0.02 0.00 -0.02
C -2.28185 -0.22617 4.64830 0.00 -0.01 0.00
F -2.29996 5.97452 1.56100 0.01 0.01 0.00
H -2.50631 0.61124 -4.68067 -0.01 0.01 0.05
C -5.13089 0.07131 8.75974 0.05 0.01 -0.01
H 5.59942 2.48787 -1.73974 -0.01 0.01 0.01
C 2.14520 -2.33779 -6.27951 -0.02 0.00 0.06
H -4.92050 -1.13077 6.57320 0.00 0.00 0.00
C 2.85810 -3.45741 -1.61288 -0.05 0.06 0.00
C -3.56710 0.57755 2.20825 0.06 -0.02 0.01
C -3.70974 1.60963 -1.98165 -0.05 -0.05 -0.09
F -1.72043 4.38772 -0.00886 0.05 0.04 0.00
C 0.42629 0.51391 -3.01666 0.06 -0.32 0.12
C -0.89297 1.33672 -3.01622 -0.02 0.07 0.06
C -3.44179 -0.86813 5.04875 0.02 -0.03 0.03
C -1.82510 0.17906 -2.38677 -0.05 0.13 0.13
O -5.42679 5.45740 -3.73912 0.00 0.06 -0.10
N 0.27120 -1.65621 2.31363 -0.11 -0.07 -0.23
H -3.38137 -1.40956 -2.61015 0.07 0.00 -0.03
N -1.81133 -0.14092 0.86196 -0.09 -0.01 -0.02
H 3.46561 -3.39180 -8.45312 0.01 -0.01 0.00
C -3.23883 -0.33958 -2.57181 -0.11 -0.07 -0.09
H 5.77699 0.37221 -0.46227 -0.02 0.00 -0.01
H -5.92171 0.32411 8.04849 -0.01 0.01 -0.01
C 4.80633 0.81359 -0.65656 -0.04 0.03 -0.01
H 2.78734 -1.82412 -8.95902 -0.01 0.01 0.01
C -4.01627 -0.61119 6.29136 0.02 0.02 -0.04
F -0.34803 4.79494 1.77858 0.08 0.02 0.02
C 5.02432 -5.73619 3.81024 -0.03 -0.04 -0.04
H 3.37919 3.49493 -2.14783 0.00 -0.01 0.01
C -3.86042 2.86442 -1.58146 -0.04 0.07 0.01
C -3.92230 0.75871 0.92373 -0.04 0.01 -0.11
C 1.07427 -2.75358 4.15008 0.03 0.02 -0.06
Tl 0.61042 -0.14071 0.64972 0.56 0.23 -0.04
H 1.68443 -2.74178 -7.16887 -0.01 0.00 0.00
C -1.95807 3.12026 -4.61082 -0.09 0.07 0.00
C 1.23936 -1.83667 -2.62698 0.06 0.01 -0.04
F -1.51365 2.82847 1.63961 -0.04 -0.02 0.04
H -1.80169 1.68134 7.41960 0.00 -0.01 -0.02
H 4.84776 -8.00395 5.21669 -0.01 0.00 0.01
H 1.68451 -3.41117 4.74878 -0.02 0.01 -0.02
H -4.28592 4.15243 -5.50880 -0.03 0.01 -0.04
C 4.33295 -3.55504 3.07507 0.01 0.02 0.02
H -0.40694 -1.92167 5.54019 0.00 0.00 -0.02
H 4.98796 -0.85953 -5.19857 -0.01 -0.01 0.00
C -2.80681 0.32499 0.11784 -0.07 0.00 -0.13
H -6.17056 5.25003 -5.68556 0.02 -0.01 -0.02
C 3.11333 -3.82130 -0.34800 0.02 0.01 0.11
H -5.37199 0.49628 9.73022 0.01 0.01 0.01
F -3.46159 4.01050 1.43060 -0.04 -0.02 -0.01
C -0.05884 3.73975 -3.29990 -0.04 -0.08 -0.03
C -6.50088 5.43625 -4.66050 0.01 -0.03 0.06
N -0.06466 1.83005 -0.59143 -0.15 -0.16 0.35
H 2.54096 3.94350 3.63281 0.00 -0.07 0.00
H -4.12714 0.84019 3.08962 0.03 -0.03 0.00
O -3.89396 0.63510 8.37642 -0.07 0.00 0.03
C 3.14587 -4.08104 2.56274 -0.04 0.04 -0.02
C -2.26063 -0.04020 2.19676 -0.03 0.10 0.01
C -1.64675 -0.51125 3.32768 0.12 -0.04 0.09
H 3.72081 -0.89163 -3.06112 -0.02 -0.01 -0.03
C 1.43859 -2.34691 -5.07894 -0.03 0.04 -0.06
C 3.84840 -6.27861 3.30705 -0.03 0.05 -0.02
C 0.01402 -1.99864 4.55079 -0.06 0.05 0.00
C 1.73827 -2.51481 -1.55515 -0.01 0.06 -0.07
C -3.41488 0.30886 7.14120 -0.02 -0.06 -0.02
C -3.37531 1.21028 -4.43231 -0.03 -0.20 0.05
C 5.26429 -4.36977 3.69019 0.00 0.03 -0.01
C 2.13915 -3.19260 1.90592 0.07 -0.05 0.05
H 3.74760 -0.72996 0.38156 0.00 0.02 -0.03
C 3.28476 -1.30728 -3.96492 0.03 -0.04 0.01
C -1.68521 0.68924 5.51715 0.04 0.08 -0.04
O 5.99854 -6.46145 4.43222 -0.01 -0.05 0.03
C 3.65202 0.19683 -0.17785 0.01 -0.05 -0.04
H 1.27737 0.76355 -3.63638 0.02 0.03 0.02
C 1.94790 1.82064 3.10000 0.15 -0.11 -0.03
H -0.14652 4.66322 -3.86209 -0.03 -0.02 0.00
C -3.27835 2.51391 -4.69672 0.02 0.16 -0.09
H 3.35045 -3.78200 -2.51584 -0.01 0.00 0.02
H -3.41913 3.11101 -0.62084 -0.03 0.01 -0.03
C 4.70777 1.99924 -1.36669 -0.03 -0.04 0.01
O 4.19869 -1.73574 -7.43357 0.02 -0.07 -0.03
H -4.82450 1.20445 0.53873 0.03 -0.02 -0.01
C -1.00365 2.66963 -3.75835 0.01 -0.09 0.01
N 1.33759 -2.34753 -0.24803 0.01 -0.23 -0.04
C -4.47829 3.43432 -4.70487 0.10 0.02 0.14
C 2.39802 0.74516 -0.40237 -0.11 -0.10 0.04
C 2.15939 -3.10079 0.50256 -0.05 0.00 -0.04
C 0.14088 -0.86181 -2.57355 0.15 0.05 -0.14
P -1.89474 4.42030 1.63422 -0.06 -0.10 -0.09
```
Positions in Å, forces in eV/Å.